This record from the Open Molecules 2025 dataset describes a structure of composition C12H20BF4MnN4O2S2Si. The level of theory is ωB97M-V with the def2-TZVPD basis set.

Calculated values
ΔE to the lowest compared entry with this formula, charge and spin	0.000	eV
multiplicity	2
<S²>	1.12
net charge	-1

Last column: Löwdin charge in e.
Element x y z (Å)
1 H -0.8538 1.4476 4.0080  0.1346
2 C 3.9111 -0.7436 2.1575  -0.1824
3 H 5.0028 -0.8002 2.2257  0.0150
4 F 0.1806 -1.4659 -4.0273  0.1217
5 S -0.6249 -2.1018 0.9659  0.7361
6 H 1.7380 3.4340 1.1403  0.0688
7 H 1.3179 2.1108 -4.6747  0.0682
8 C -0.1219 3.1614 -2.6056  -0.6042
9 H -0.7403 -3.3954 3.5332  0.1005
10 C -0.8307 -1.8033 4.9643  -0.0899
11 N -0.5887 2.0935 -2.0772  0.0556
12 H 3.7900 0.1203 -1.7668  0.0245
13 N -0.2641 1.9420 -0.7561  -0.0535
14 C -0.7333 -1.5085 2.5545  -0.6555
15 H 3.7633 -1.4661 -1.0401  0.0256
16 H 1.8946 3.7611 -4.4207  0.0673
17 H 5.1853 1.9795 0.8904  0.0171
18 C 0.4250 2.9394 -0.2724  -0.6789
19 N -0.7798 -0.1676 2.7719  -0.1815
20 C -0.8593 -0.4144 5.1278  -0.0784
21 Si 3.3348 0.2792 0.6703  0.2452
22 H 0.7413 2.1305 1.4708  0.0612
23 H 3.7681 2.6901 0.1110  0.0115
24 O -0.8016 0.6830 1.7539  -0.2439
25 H -0.5047 4.5351 -4.1889  0.0989
26 H -1.0503 2.8767 -4.4457  0.1134
27 C -0.7726 -2.3284 3.7015  -0.0934
28 H 0.9571 3.3781 -5.8684  0.0680
29 H 3.5340 -0.3174 3.0922  0.0140
30 H 3.5219 -1.7627 2.0776  0.0206
31 H -0.8947 0.0488 6.1028  0.0973
32 C -0.8330 0.3682 4.0085  -0.0265
33 O 1.7452 0.3865 0.6415  -0.4114
34 C 4.1034 -0.4405 -0.8817  -0.1643
35 F 1.6855 0.1249 -3.3110  0.1072
36 C 1.0654 3.1626 -4.8040  -0.0940
37 H 5.1977 -0.4356 -0.8335  0.0204
38 H -0.8468 -2.4575 5.8265  0.1008
39 S 0.7626 4.1565 -1.4640  1.0772
40 N 0.8111 3.0487 1.0307  0.1033
41 B 1.0092 -1.0574 -2.9917  -1.2253
42 F 0.1345 -0.7501 -1.8487  -0.0216
43 F 1.8818 -2.0595 -2.6001  0.1294
44 H 3.7975 2.4472 1.8744  0.0135
45 C -0.2323 3.4844 -4.0583  -0.2445
46 C 4.0912 2.0136 0.9109  -0.1890
47 Mn -0.0884 -0.0064 0.0390  0.5210

This record from the Open Molecules 2025 dataset describes the molecule C12H20Br2Cl3O4P. The level of theory is ωB97M-V with the def2-TZVPD basis set.

Calculated values
ΔE to the lowest compared entry with this formula, charge and spin	2.096	eV
SMILES	O=P(OCCCl)(OCCCl)O[C@@H]1C[C@H]([C@@H](Br)CBr)CC[C@H]1Cl
net charge	0

Last column: Löwdin charge in e.
Element x y z (Å)
1 Cl -2.8078 -0.1272 -4.0581  0.5336
2 O 0.2796 -2.0326 -0.1664  -0.2598
3 Br 0.6353 6.2439 1.7779  0.5432
4 C 1.4292 -0.7679 2.5154  -0.6078
5 H 2.1832 -2.7184 -1.5384  0.1269
6 H -1.1729 1.5674 2.2819  0.1049
7 Cl 1.2958 -1.2407 4.2104  0.6890
8 C 0.1099 -0.1796 1.9743  -0.3503
9 H 3.5217 0.1183 2.6948  0.1224
10 C 1.9378 -1.5043 -3.4063  -0.5451
11 C 2.1891 1.7425 2.6732  -0.1930
12 H -0.1525 3.3930 1.7467  0.0794
13 H 1.9883 4.2530 1.6639  0.0278
14 H -3.4052 0.9922 -2.1680  0.0860
15 O 0.2579 0.3759 0.6253  -0.1404
16 H 1.6640 -1.5907 1.8278  0.1027
17 C 0.7818 2.0462 3.1444  -0.3108
18 C -0.3808 1.0184 2.7843  -0.1179
19 H 0.8199 -1.6002 -3.3948  0.0877
20 C -2.0377 -0.8962 -1.6231  -0.2945
21 H -1.7316 -1.8788 -2.0524  0.1291
22 C -3.2452 -0.1252 -2.3283  -0.5313
23 H -4.2931 -0.6131 -2.2030  0.1053
24 C 1.4006 4.4965 2.5145  -0.5787
25 H 2.8502 2.0442 3.4606  0.1233
26 Br -1.0280 4.1475 4.0003  0.6784
27 H -2.4135 -0.8971 -0.6177  0.1019
28 H 2.6629 0.4068 1.2713  0.0915
29 O 1.8373 -0.4983 -1.3488  -0.2325
30 H 2.3956 2.2551 1.7786  0.0986
31 Cl 2.7204 -0.0998 -4.2320  0.5479
32 H 2.0081 4.6539 3.4378  0.0982
33 H -0.7610 0.6449 3.7707  0.1168
34 P 0.3510 -0.6168 -0.6523  0.5666
35 H 3.4330 -1.5111 -1.8709  0.0979
36 C 2.5228 0.3685 2.3327  -0.2027
37 C 0.3138 3.4964 2.7092  -0.7498
38 H -0.6419 -0.9513 2.1048  0.1391
39 O -0.8061 -0.1730 -1.7608  -0.2268
40 C 2.3918 -1.7062 -1.9127  -0.2434
41 H 0.7774 2.0433 4.2574  0.1180
42 H 2.3443 -2.3542 -3.9992  0.0691

This record from the Open Molecules 2025 dataset describes a structure of composition C12H20Br2InN4S4. The level of theory is ωB97M-V with the def2-TZVPD basis set.

Calculated values
ΔE to the lowest compared entry with this formula, charge and spin	0.604	eV
net charge	+1

Last column: Löwdin charge in e.
Element x y z (Å)
1 H 4.2392 -4.4197 0.9608  0.1229
2 H 4.5293 -2.6270 -0.7430  0.1268
3 H -3.5045 3.2623 -2.0483  0.0167
4 S 1.9375 1.6388 1.4151  0.0205
5 C -1.2077 -2.6954 -0.5434  -0.1809
6 H -0.2112 -3.5830 2.4692  0.1402
7 S -1.8596 1.3352 1.5520  0.0204
8 H -3.0800 2.7670 -0.3527  -0.0443
9 H -0.4133 -2.1156 -3.2132  0.1431
10 C 0.8711 -0.4680 -2.7274  -0.1841
11 N -0.8012 -1.4780 -1.2302  -0.1019
12 H 2.2007 -4.3975 2.3932  0.1282
13 S 0.8475 2.2433 3.0211  -0.0665
14 N 1.5895 -1.7029 0.5186  0.0716
15 C 2.8292 -0.5573 -1.2274  -0.1397
16 In 0.1442 0.1152 0.3664  0.3869
17 H 0.8346 -2.4917 -2.0082  0.1217
18 C 0.1161 -1.7349 -2.3321  -0.1728
19 C -2.9578 2.5611 -1.4166  -1.0255
20 C 2.6659 -1.6940 -0.2521  -0.2534
21 C 1.4127 -2.6465 1.4328  -0.2388
22 C -1.8123 -2.3874 0.8214  -0.1754
23 C 0.1669 -2.5685 2.2815  -0.1167
24 H 3.3681 -0.9243 -2.1106  0.1411
25 Br -3.6231 0.7907 -1.7581  0.6331
26 S -0.8597 2.9898 2.1687  -0.0526
27 H -2.6698 -1.7200 0.6914  0.1229
28 H 0.4706 -2.1441 3.2460  0.1535
29 H -1.3789 -1.2641 2.4341  0.0924
30 H -1.9330 -3.2596 -1.1400  0.1425
31 H -0.3232 -3.3165 -0.3995  0.1189
32 H 1.5572 -0.7074 -3.5489  0.1360
33 N 1.5825 0.1026 -1.5921  -0.1204
34 H -1.6380 -1.0191 -1.5858  0.0441
35 N -0.8521 -1.7154 1.6910  -0.1328
36 H -2.1552 -3.3322 1.2596  0.1346
37 H 1.7889 1.0771 -1.7975  0.1192
38 H 0.1543 0.2778 -3.0759  0.0891
39 H 3.4657 0.1804 -0.7245  0.1311
40 C 3.6508 -2.6645 -0.1190  0.0153
41 C 3.4913 -3.6531 0.8388  -0.0078
42 Br -1.0768 2.6688 -1.8526  0.6251
43 C 2.3531 -3.6493 1.6296  0.0153

This record from the Open Molecules 2025 dataset describes a structure of composition C12H20Cl2IrN2. The level of theory is ωB97M-V with the def2-TZVPD basis set.

Calculated values
E	-43627.0445	eV
multiplicity	5
<S²>	6.02
net charge	-1

Last column: Löwdin charge in e.
Element x y z (Å)
1 Ir -0.4859 1.8221 1.0006  0.8269
2 H 1.5050 -1.8402 -2.3726  0.0405
3 H -3.6168 -0.4524 1.4736  0.0929
4 C 0.0158 -1.9259 2.7721  -0.2932
5 C -1.5391 1.4448 -1.9638  -0.3125
6 H 1.1529 -0.2716 -3.9112  0.0815
7 H 2.7513 0.4960 -3.5785  0.0805
8 H -1.1943 -0.0119 -0.4069  0.0422
9 H -2.0514 -2.4983 3.2819  0.1036
10 N 0.4661 -0.7859 2.2319  0.0855
11 H 1.0072 -3.2011 4.1645  0.0811
12 C 1.1039 1.5245 -2.6921  -0.2229
13 H 1.3281 1.7984 -1.6535  0.0849
14 C -3.0044 0.1227 2.1748  -0.0483
15 C -1.3648 -1.7786 2.8856  0.0194
16 H 1.9360 -2.8602 2.6867  0.0622
17 N -0.5571 0.0770 1.9690  -0.2251
18 H 3.7418 -1.8165 -1.1740  -0.0106
19 H 1.6298 2.2509 -3.3390  0.0894
20 Cl 0.2902 2.8319 2.9705  -0.3228
21 H -2.9275 1.1564 1.8298  0.0548
22 H -0.6414 1.4021 -3.9691  0.0932
23 H 1.4435 -0.5406 2.0703  0.1246
24 H -0.4587 2.9004 -3.1457  0.0863
25 H -2.2468 2.2825 -1.9799  0.0704
26 H -3.5387 0.1063 3.1293  0.0875
27 C 1.7806 0.1869 -3.1271  -0.2431
28 C -0.3878 1.8151 -2.9789  -0.2178
29 H 0.5488 -3.9730 2.6381  0.0827
30 C -1.7101 -0.5224 2.3611  -0.3288
31 C 0.9275 -3.0428 3.0813  -0.0678
32 Cl -0.9598 3.8650 0.2121  -0.0868
33 C 2.1613 -0.9866 -2.1789  -0.3317
34 H -1.9884 0.5013 -2.3534  0.0924
35 C 3.0431 -0.9672 -1.1862  -0.1868
36 C -1.3166 1.0905 -0.5118  -0.4489
37 H 3.1567 -0.1997 -0.4108  -0.0353

This record from the Open Molecules 2025 dataset describes a structure of composition C12H20Cl2IrO3. The level of theory is ωB97M-V with the def2-TZVPD basis set.

Calculated values
E	-46788.9305	eV
multiplicity	6
<S²>	8.78
net charge	-2

Last column: Löwdin charge in e.
Element x y z (Å)
1 H 1.7553 2.2956 1.8018  0.0653
2 H 1.4115 -1.0255 2.2715  -0.0042
3 C 0.5748 1.4490 0.2450  -0.4110
4 H -2.4033 0.5960 -2.4878  0.0552
5 H -1.8905 2.7126 0.6006  0.0605
6 C 2.8884 0.2821 0.0715  -0.0690
7 H 1.3294 3.4221 0.4959  0.0745
8 H -2.1345 -3.1195 1.5001  0.0189
9 H 0.0942 2.9264 1.6872  0.0579
10 C 1.4364 -1.1284 -2.3605  -0.0668
11 H -1.5120 3.2572 -1.0516  0.0740
12 H -2.7089 1.9702 -0.7904  0.0517
13 H -1.7434 -1.1004 -2.3346  -0.1909
14 C -0.6912 1.3693 -0.5066  -0.4323
15 C -0.3030 -2.1350 1.0375  -0.7580
16 H 3.1440 -0.7882 0.0718  0.0723
17 C 1.4911 0.5095 -0.3739  -0.2837
18 C -0.4659 0.4371 -1.5979  -0.2912
19 Cl -1.7548 -2.4578 -1.4250  -0.0102
20 H -1.0653 0.0391 -3.6030  0.0622
21 H -0.6527 -3.9181 2.1195  0.0601
22 O 0.5981 -2.6355 0.3911  -0.0974
23 O -1.2503 1.0540 2.4647  -0.5035
24 C 0.8508 -0.0777 -1.4910  -0.2608
25 H 0.6894 -1.9039 -2.5726  0.0464
26 C -1.1636 -2.9624 1.9680  -0.1596
27 C 0.9602 2.5915 1.1115  -0.0713
28 C -1.4698 0.0370 -2.5851  -0.1797
29 H 3.5952 0.7877 -0.6031  0.0709
30 Ir -0.6330 -0.1748 0.9685  1.3689
31 H -0.6489 0.7911 3.1842  -0.0445
32 H 1.7809 -0.7209 -3.3215  0.0661
33 Cl -2.8887 -0.5957 0.8586  -0.0073
34 H 2.2922 -1.6031 -1.8690  0.0637
35 H 3.0495 0.6766 1.0820  0.0619
36 O 0.4987 -0.7874 2.5500  -0.4494
37 C -1.7669 2.3893 -0.4332  -0.0919
38 H -1.2931 -2.4591 2.9258  0.0523

This record from the Open Molecules 2025 dataset describes the molecule C12H20Cl2O3S2. The level of theory is ωB97M-V with the def2-TZVPD basis set.

Calculated values
SMILES	CCSC[C@@H]1OC(=O)O[C@@]1(CSCC)[C@@H](Cl)[C@@H](C)Cl
E	-65626.1993	eV
net charge	0

Last column: Löwdin charge in e.
Element x y z (Å)
1 H 1.6191 -1.6988 1.4097  0.0540
2 C -0.9721 1.1816 0.0665  -0.4162
3 C -0.3779 -1.1399 -1.0054  -0.5733
4 O 1.1723 1.6435 -3.8549  0.1497
5 H 1.0902 -2.0812 3.0239  0.0772
6 C 1.4438 0.5721 -0.5837  -0.2626
7 H 1.7036 -3.2483 -2.2937  0.0557
8 C 1.6535 -2.1698 -2.2250  -0.1005
9 H 1.0890 1.4767 1.4060  0.0682
10 C 2.4223 -0.3703 2.8767  -0.5199
11 C 1.8868 1.3281 0.6919  -0.3975
12 H 2.2184 -1.7801 -3.0635  0.0932
13 H 0.0714 -1.0221 -3.1583  0.0874
14 H 2.0349 -0.3286 -0.5894  0.0831
15 H 3.1585 -1.0177 3.3329  0.0653
16 H -3.2188 -0.0184 1.4968  0.0289
17 H 2.0375 0.3441 3.5937  0.0670
18 H 2.2534 2.2970 0.3779  0.0886
19 H -0.4157 2.0546 0.3798  0.0766
20 C -0.0732 0.3644 -0.8626  -0.4189
21 S -2.4677 1.8297 -0.7464  0.8934
22 H 0.3640 -0.7085 2.2165  0.0603
23 C 0.1837 -1.7231 -2.3488  -0.6623
24 C -3.5271 1.9870 0.7064  -0.5443
25 C 0.9702 1.3386 -2.6902  -0.5093
26 H -1.2349 0.6042 0.9476  0.0710
27 H -4.5380 0.8599 2.2330  0.0710
28 O -0.2202 1.0071 -2.1539  0.0216
29 H 2.1108 -1.8938 -1.2865  0.0568
30 Cl -2.1218 -1.4338 -0.7486  0.6831
31 H 0.0925 -1.6871 -0.1987  0.0858
32 H -4.3867 2.5758 0.4083  0.0669
33 H -3.0107 2.5497 1.4803  0.0699
34 Cl -0.7189 -3.1775 -2.9311  0.6044
35 S 3.2778 0.5372 1.5548  0.8834
36 C -4.0283 0.6702 1.2910  -0.1739
37 H -4.7536 0.2251 0.6197  0.0705
38 C 1.2895 -1.2576 2.3443  -0.1458
39 O 1.9228 1.3099 -1.7168  0.0918